This record from the Open Molecules 2025 dataset describes one molecule with the formula C12H23N3O2. The level of theory is the ωB97M-V functional and the def2-TZVPD basis.

XYZ file:
```
40
Properties=species:S:1:pos:R:3
C -5.73912 -0.79334 0.34467
C -4.93336 0.02881 -0.65997
C -3.88661 0.86500 0.05893
O -4.00017 2.05737 0.25010
N -2.83755 0.14343 0.51548
C -1.68989 0.74354 1.14914
C -0.45838 0.63556 0.24234
N -0.21223 -0.76085 -0.09129
C 0.42293 -0.95356 -1.37585
C 1.84662 -0.36204 -1.42107
N 2.49471 -0.59256 -0.14786
C 3.52970 0.13141 0.35118
O 4.00781 -0.11527 1.44114
C 4.04186 1.25521 -0.53460
C 5.30251 1.87694 0.05222
C 1.98280 -1.71985 0.60301
C 0.49818 -1.50319 0.94668
H -5.09591 -1.48091 0.88953
H -6.22325 -0.13518 1.06177
H -6.50625 -1.36914 -0.16819
H -4.44796 -0.63056 -1.38249
H -5.59755 0.70834 -1.19430
H -2.71619 -0.81336 0.22294
H -1.93280 1.79237 1.33062
H -1.50570 0.24609 2.10651
H -0.67261 1.17460 -0.68321
H 0.39869 1.11640 0.73515
H -0.18860 -0.48810 -2.15199
H 0.45081 -2.02869 -1.56990
H 2.41747 -0.82098 -2.24069
H 1.78157 0.71176 -1.60946
H 3.26222 2.01731 -0.62182
H 4.24377 0.86075 -1.53300
H 5.10392 2.24636 1.05446
H 6.09090 1.13225 0.12091
H 5.64530 2.70013 -0.56994
H 2.11220 -2.63121 0.00809
H 2.58157 -1.80562 1.51048
H 0.41382 -0.96005 1.88817
H 0.01479 -2.47918 1.07209
```

Properties
- net charge = 0
- SMILES = CCC(=O)NCCN1CCN(C(=O)CC)CC1
- orbital gap (eV) = 9.3
- relative energy (zero: lowest compared OMol25 entry of this formula, charge and spin) (eV) = 0.463


This record from the Open Molecules 2025 dataset describes C12H23N3PS3Sr as an isolated structure. The level of theory is the ωB97M-V functional and the def2-TZVPD basis.

XYZ file:
```
43
Properties=species:S:1:pos:R:3
Sr -0.72589 0.36709 -0.69450
C -3.06497 -0.05768 5.19730
C -4.13514 0.73213 4.54783
S -3.52948 0.09203 0.09603
C -2.52420 -1.28499 0.77395
C -1.43759 -0.91244 1.82461
S -1.43608 0.86083 2.27453
C -0.00430 0.83495 3.38182
C -0.24561 0.19156 4.74737
S -1.60427 0.92109 5.71157
H -2.69993 -0.84694 4.52945
H -3.45170 -0.56548 6.08339
H -3.88204 1.49861 3.83326
H -5.15921 0.39177 4.62345
H -2.02676 -1.78949 -0.06729
H -3.18229 -2.03682 1.20763
H -0.42152 -1.15852 1.48403
H -1.58613 -1.50025 2.72997
H 0.27151 1.88178 3.51227
H 0.83221 0.34186 2.89960
H 0.65522 0.32174 5.34867
H -0.39901 -0.88468 4.67067
C 2.06052 -3.15408 -1.44723
P 0.39043 -2.76067 -0.80947
C -0.65316 -3.82688 -1.88742
C 0.35337 -3.77163 0.71798
H 2.16000 -4.22105 -1.65751
H 2.79036 -2.85652 -0.69231
H 2.25961 -2.58495 -2.35493
H -0.28535 -4.85559 -1.89689
H -0.65829 -3.44459 -2.90912
H -1.68215 -3.82118 -1.52478
H 0.70611 -4.78503 0.51189
H -0.66987 -3.82401 1.09288
H 0.98852 -3.30963 1.47380
C -0.56171 2.50159 -2.03159
H 0.35042 3.11216 -1.93685
H -1.39944 3.21754 -2.05898
N 1.93617 0.64081 -0.26378
C 2.20553 -0.14938 0.55380
N 2.45269 -1.13355 1.37475
C 2.95399 -0.91601 2.57630
N 3.35042 -0.81941 3.66307
```

Properties
- net charge = -1
- orbital gap (alpha / beta) (eV) = 6.3 / 7.0
- relative energy (zero: lowest compared OMol25 entry of this formula, charge and spin) (eV) = 0.664


This record from the Open Molecules 2025 dataset describes a 3-piece molecular cluster, C12H23N4O5S2 overall. The level of theory is the ωB97M-V functional and the def2-TZVPD basis.

XYZ file:
```
46
Properties=species:S:1:pos:R:3
N 1.21335 0.79983 1.60028
C 2.43033 1.10871 1.07310
C 3.53358 1.58710 1.81140
C 4.66926 1.89596 1.14090
O 5.79030 2.28680 1.77314
C 4.71487 1.71129 -0.28932
N 5.83606 2.11703 -0.96683
N 3.69531 1.24956 -0.94483
N 2.58604 0.98836 -0.23865
H 1.23227 0.82405 2.61043
H 0.85182 -0.09966 1.27014
H 3.46801 1.70325 2.88388
H 5.94519 3.23867 1.69527
H 5.74184 2.00849 -1.96817
H 6.70456 1.73611 -0.61585
H 1.80623 0.65258 -0.79107
C -1.83304 -3.67077 3.17871
C -2.08039 -2.40114 4.00514
C -1.44873 -1.23077 3.24059
S -1.50344 -1.68936 1.49844
O -0.13157 -1.80279 1.02294
O -2.42397 -0.83752 0.79284
C -2.20471 -3.31182 1.74384
H -2.42602 -4.50873 3.53840
H -0.78077 -3.95746 3.23177
H -3.15303 -2.23362 4.10959
H -1.66259 -2.48168 5.00666
H -1.99462 -0.29829 3.36328
H -0.40267 -1.09275 3.51100
H -1.80124 -3.98754 0.99292
H -3.28196 -3.21053 1.61819
C -1.57642 1.83600 -3.98873
C -1.33239 1.34904 -2.55226
C -2.58842 0.59524 -2.09859
S -3.33071 -0.07419 -3.59409
O -4.60876 0.55397 -3.79813
O -3.20386 -1.50840 -3.59649
C -2.15117 0.64012 -4.74017
H -0.66356 2.19866 -4.45949
H -2.29889 2.65417 -3.98331
H -0.47366 0.66973 -2.54260
H -1.11110 2.17718 -1.87810
H -2.37132 -0.22629 -1.42695
H -3.31978 1.25868 -1.64200
H -2.66927 0.89809 -5.66030
H -1.39094 -0.11537 -4.93694
```

Properties
- net charge = +1
- orbital gap (eV) = 7.9